[1]
{
  "formula": "C3H9IN",
  "method": "the ωB97M-V functional and the def2-TZVPD basis",
  "orbital_gap_ev": 9.87,
  "e_above_lowest_kcal_mol": 47.62,
  "energy_ev": -12838.7884,
  "charge": 1,
  "e_homo_ha": -0.5012,
  "spin_multiplicity": 1,
  "symbols": ["C", "H", "H", "H", "H", "H", "N", "C", "H", "H", "I", "C", "H", "H"],
  "xyz": [[-0.824906, 0.074778, -0.451299], [0.636119, 1.962084, -0.836671], [1.518712, -0.830206, -0.773757], [1.443395, -2.099851, 0.723117], [-1.093091, 2.386821, -0.367094], [1.901494, -0.294087, 0.792872], [-0.243869, -0.962074, 0.336920], [-0.173756, 1.836408, -0.137614], [-0.670696, -0.022829, -1.497119], [0.065016, 1.877119, 0.832693], [-2.946819, 0.061459, -0.192241], [1.349476, -1.130229, 0.239508], [-0.524778, -0.890051, 1.274730], [-0.436297, -1.969341, 0.055949]],
  "atomic_forces_ev_per_a": [[-0.4, 4.5, 0.1], [0.1, 0.2, -0.1], [0.5, -1.3, -0.9], [1.0, 0.0, -0.8], [0.6, 0.0, 0.0], [-1.1, -1.3, -0.2], [3.1, -2.6, -1.1], [-2.9, -3.9, -3.7], [0.4, -0.6, -0.7], [1.0, 0.3, 3.6], [0.3, 0.0, 0.1], [-1.3, 2.8, 1.8], [-0.5, 0.2, 1.8], [-0.9, 1.7, 0.0]],
  "mulliken_charge": [-0.73, 0.33, 0.34, 0.36, 0.40, 0.30, -0.21, -0.93, 0.48, 0.40, 0.19, -0.72, 0.39, 0.39]
}

---

[2]
{
  "formula": "C3H9IN2",
  "method": "the ωB97M-V functional and the def2-TZVPD basis",
  "orbital_gap_ev": [5.86, 5.86],
  "e_above_lowest_kcal_mol": 53.57,
  "energy_ev": -14334.8553,
  "charge": 0,
  "e_homo_ha": [-0.2672, -0.2672],
  "spin_multiplicity": 1,
  "symbols": ["H", "N", "C", "I", "H", "C", "H", "H", "H", "H", "N", "C", "H", "H", "H"],
  "xyz": [[-0.479786, -2.129157, -1.724643], [0.208728, 0.056808, 0.484152], [-1.022143, 0.763144, 0.804463], [1.361882, 0.736836, -2.969943], [2.100935, 1.148937, -0.106918], [-0.857205, -1.465513, -0.869892], [-1.674349, 0.134452, 1.360794], [2.277796, -0.082603, 0.864349], [-1.665462, -0.747654, -1.156315], [-0.698532, 1.614244, 1.442296], [0.313244, -0.903467, -0.315770], [1.551456, 0.675146, 0.738414], [-1.350986, -2.035656, -0.094470], [1.488372, 1.073317, 1.689191], [-1.553950, 1.161166, -0.145707]],
  "atomic_forces_ev_per_a": [[-1.0, 1.1, 1.2], [2.0, 0.0, -1.8], [0.3, 2.1, -1.0], [-0.3, -0.2, 0.5], [-1.7, 0.7, 0.0], [-0.7, -0.7, -1.7], [-0.6, -0.6, 0.4], [0.3, -1.7, 0.2], [1.0, -0.3, -0.3], [-0.5, -0.5, -0.5], [0.4, 0.9, 0.2], [-0.2, -1.2, -0.6], [0.0, -0.7, 0.4], [0.0, 1.9, 1.6], [1.1, -0.7, 1.4]],
  "mulliken_charge": [0.32, 0.70, -0.83, -0.67, 0.20, -0.81, 0.37, 0.35, 0.24, 0.32, -0.51, -0.83, 0.41, 0.42, 0.32]
}

---

[3]
{
  "formula": "C3H9IN2",
  "method": "the ωB97M-V functional and the def2-TZVPD basis",
  "orbital_gap_ev": [6.23, 5.72],
  "e_above_lowest_kcal_mol": 13.13,
  "energy_ev": -14331.9093,
  "charge": 0,
  "e_homo_ha": [-0.2011, -0.3329],
  "spin_multiplicity": 3,
  "symbols": ["C", "C", "H", "H", "I", "H", "H", "H", "C", "H", "N", "N", "H", "H", "H"],
  "xyz": [[0.243593, 0.212592, 0.889445], [0.836769, -0.765575, -0.205776], [-1.371425, 2.080885, -1.416235], [1.916038, -0.930998, 0.008622], [1.799107, 1.775340, 1.622876], [-1.431420, 1.363569, 1.065326], [0.561033, -2.720767, -1.034671], [-0.999068, -1.817784, -0.833143], [0.001133, -2.055650, -0.381063], [-0.189562, -0.057669, 1.953847], [-0.504312, 1.850233, -0.780175], [-0.960717, 0.967987, 0.206280], [0.813136, -0.312419, -1.218751], [-0.335882, 2.815070, -0.458032], [-0.378421, -2.404814, 0.581449]],
  "atomic_forces_ev_per_a": [[-4.1, -1.2, -2.7], [-0.5, 0.3, 1.0], [2.1, -1.1, 1.2], [-0.7, -0.3, 0.0], [2.0, 2.0, 0.9], [0.3, 0.3, -1.6], [-0.3, -0.6, 0.4], [1.1, 0.1, -0.2], [-1.1, 1.2, 0.2], [1.1, -0.4, -2.1], [-2.6, 2.1, -2.1], [1.3, -1.6, 3.5], [0.0, 0.5, 0.9], [0.4, -0.5, 0.6], [0.9, -0.8, 0.1]],
  "mulliken_charge": [-0.68, -0.41, 0.25, 0.36, 0.09, 0.25, 0.34, 0.29, -1.15, 0.54, -0.50, -0.25, 0.33, 0.23, 0.32]
}

---

[4]
{
  "formula": "C3H9IN6S",
  "method": "the ωB97M-V functional and the def2-TZVPD basis",
  "orbital_gap_ev": 6.80,
  "e_above_lowest_kcal_mol": 30.94,
  "energy_ev": -31116.1512,
  "charge": 2,
  "e_homo_ha": -0.5466,
  "spin_multiplicity": 1,
  "symbols": ["H", "H", "C", "H", "N", "I", "S", "C", "H", "N", "H", "N", "H", "N", "C", "H", "N", "H", "N", "H"],
  "xyz": [[-0.395626, 2.671235, -1.761635], [1.014894, 0.828113, -1.787674], [0.841119, -0.790247, -0.547007], [0.826285, -1.580049, 1.362504], [0.367851, -1.742672, -1.481777], [4.417940, -0.214387, 1.010951], [3.115030, -0.710479, -0.859773], [-0.588828, 1.172837, -0.593247], [-2.026211, 1.383149, 0.620977], [-1.389735, -0.676331, 2.384022], [-2.045346, 0.126913, 2.740912], [0.310225, -0.929596, 0.803134], [-0.976027, -1.188289, 3.095677], [0.571822, 0.588906, -0.939093], [-0.841498, -0.310812, 1.231650], [0.311824, -2.768431, -1.323960], [-1.073059, 2.265070, -1.119263], [-1.835616, 2.736847, -0.831954], [-1.305352, 0.669760, 0.369646], [0.700300, -1.531532, -2.374095]],
  "atomic_forces_ev_per_a": [[-0.9, 0.7, -0.2], [0.7, 0.8, -0.9], [1.6, -0.2, -0.1], [-0.1, -0.3, 0.7], [-0.9, 0.1, 2.0], [-0.2, 0.1, 0.2], [-2.3, -0.5, 0.3], [2.1, 0.0, -2.1], [0.3, -1.7, 0.6], [-3.3, 5.6, -1.8], [1.3, -2.5, -0.4], [-1.1, 0.9, -0.6], [1.2, -1.5, 1.2], [-1.8, -0.4, 0.6], [3.2, -2.3, -0.4], [0.4, 1.3, 0.4], [5.0, -1.5, -2.5], [-3.0, 2.0, 1.1], [-2.8, -0.7, 3.8], [0.5, 0.1, -1.8]],
  "mulliken_charge": [0.25, 0.33, -0.05, 0.27, -0.42, 0.21, -0.11, 0.50, 0.31, -0.33, 0.31, -0.06, 0.27, -0.14, 0.46, 0.25, -0.29, 0.17, -0.15, 0.24]
}

---

[5]
{
  "formula": "C3H9INO3",
  "method": "the ωB97M-V functional and the def2-TZVPD basis",
  "orbital_gap_ev": 5.72,
  "e_above_lowest_kcal_mol": 0.00,
  "energy_ev": -18976.8324,
  "charge": 1,
  "e_homo_ha": -0.4518,
  "spin_multiplicity": 1,
  "symbols": ["H", "C", "H", "H", "O", "O", "C", "H", "H", "I", "N", "C", "H", "O", "H", "H", "H"],
  "xyz": [[-3.312695, 1.511412, 0.252391], [-2.752872, 0.598263, 0.056819], [-0.084822, -1.450353, 2.254089], [-3.407129, -0.289844, 0.227688], [-0.727573, 1.180235, 1.206741], [-1.961766, -0.498094, 1.877618], [-0.935349, -0.781829, 2.796423], [-1.441915, -1.514637, 3.548719], [-0.605294, 0.098543, 3.133193], [0.755896, 1.021013, -2.229083], [-1.686115, 0.534007, 1.021724], [3.596048, 0.743366, -2.070969], [-2.376187, 0.830128, -0.944222], [2.406799, 0.234780, -1.471695], [3.442469, 1.816568, -2.388623], [3.910657, 0.155427, -2.925241], [4.394997, 0.460774, -1.379959]],
  "atomic_forces_ev_per_a": [[-0.2, 0.1, 0.5], [-1.3, 0.5, -0.7], [-1.8, 1.9, 1.1], [0.8, 0.8, -0.6], [-0.7, 0.1, -1.1], [-0.7, 0.7, -2.0], [0.3, -6.4, -0.7], [1.0, 1.8, -1.2], [1.7, 2.9, 2.0], [0.2, -0.2, 0.0], [0.7, -1.6, 2.5], [0.2, 0.3, -0.5], [0.4, -0.8, 0.1], [-0.6, 0.1, 0.1], [0.8, -1.0, 0.7], [-0.5, 0.0, -0.7], [-0.1, 1.0, 0.4]],
  "mulliken_charge": [0.35, -0.69, 0.29, 0.34, -0.33, -0.21, -0.52, 0.27, 0.31, 0.23, 0.90, -0.51, 0.23, -0.45, 0.25, 0.28, 0.24]
}

---

[6]
{
  "formula": "C3H9N",
  "method": "the ωB97M-V functional and the def2-TZVPD basis",
  "orbital_gap_ev": 10.06,
  "e_above_lowest_kcal_mol": 54.69,
  "energy_ev": -4744.7374,
  "smiles": "C=C.CN",
  "charge": 0,
  "e_homo_ha": -0.3308,
  "spin_multiplicity": 1,
  "symbols": ["H", "H", "N", "C", "H", "H", "H", "H", "H", "C", "H", "C", "H"],
  "xyz": [[-0.152313, -2.296546, -1.467236], [-0.930571, 0.591022, -0.761196], [-0.366166, -0.295717, -0.985286], [0.386943, 1.567004, 1.411732], [0.289808, -0.661843, -0.256102], [-0.635207, 1.142215, 1.229216], [0.350996, 2.561175, 1.813317], [-1.923770, -2.009267, -0.786590], [-1.656263, -1.371058, -2.217619], [-1.056603, -1.537353, -1.346322], [2.539809, 1.449998, 1.387306], [1.560468, 0.928945, 1.235347], [1.592871, -0.068575, 0.743433]],
  "atomic_forces_ev_per_a": [[-2.4, 1.2, -0.2], [1.2, -2.4, -0.1], [-0.3, -0.2, 1.2], [0.1, -1.0, 0.1], [-1.1, 1.8, -0.6], [1.4, 0.1, 0.1], [0.2, 0.4, 0.2], [1.4, 0.5, 0.9], [0.5, 0.0, -1.5], [0.4, -1.2, -0.3], [-1.1, -0.6, 0.0], [-0.5, 0.5, -0.7], [0.2, 0.9, 0.8]],
  "mulliken_charge": [0.23, 0.21, -0.47, -0.36, 0.17, 0.28, 0.23, 0.23, 0.28, -0.71, 0.21, -0.47, 0.16]
}

---

[7]
{
  "formula": "C3H9N",
  "method": "the ωB97M-V functional and the def2-TZVPD basis",
  "orbital_gap_ev": 10.89,
  "e_above_lowest_kcal_mol": 22.72,
  "energy_ev": -4746.1240,
  "smiles": "CC(C)N",
  "charge": 0,
  "e_homo_ha": -0.3559,
  "spin_multiplicity": 1,
  "symbols": ["N", "C", "C", "H", "H", "H", "H", "H", "H", "C", "H", "H", "H"],
  "xyz": [[-1.614815, 0.363262, 0.027550], [-0.264654, 0.059122, 0.372316], [0.130098, -1.349960, -0.158045], [-0.263944, -1.308606, -1.203777], [0.788389, 1.970875, 0.017658], [1.552829, 0.552680, -0.712720], [-0.414439, -2.128618, 0.256565], [1.559638, 0.927240, 0.961849], [-1.628956, 0.198800, -1.002976], [0.992619, 0.878771, 0.086094], [-1.712599, 1.319140, 0.085411], [-0.351252, -0.019670, 1.453342], [1.227086, -1.463034, -0.183269]],
  "atomic_forces_ev_per_a": [[0.3, -1.8, -3.1], [1.8, -2.5, 2.0], [-0.2, 2.2, -1.9], [0.7, -0.3, 0.3], [-0.2, -0.4, -0.6], [1.2, -0.6, -1.9], [-0.7, -1.6, 1.2], [1.3, -0.7, 1.4], [-0.7, 0.1, 0.7], [-2.8, 3.1, 0.8], [-0.7, 2.8, 0.5], [0.5, 0.0, 0.4], [-0.7, -0.4, 0.2]],
  "mulliken_charge": [-0.62, 0.30, -1.17, 0.31, 0.33, 0.35, 0.37, 0.38, 0.26, -1.34, 0.25, 0.26, 0.31]
}

---

[8]
{
  "formula": "C3H9N",
  "method": "the ωB97M-V functional and the def2-TZVPD basis",
  "orbital_gap_ev": 9.16,
  "e_above_lowest_kcal_mol": 32.80,
  "energy_ev": -4745.6869,
  "smiles": "C=CN.C",
  "charge": 0,
  "e_homo_ha": -0.2989,
  "spin_multiplicity": 1,
  "symbols": ["H", "H", "H", "C", "H", "C", "C", "H", "N", "H", "H", "H", "H"],
  "xyz": [[-3.671082, -3.307139, 3.899816], [1.884832, -0.440762, -1.527965], [-0.506726, 2.722804, -1.236069], [-2.626329, -3.118402, 4.137308], [-2.267353, -4.085187, 4.470528], [1.131298, 1.340476, -1.307474], [0.347560, 2.328015, -1.760113], [0.979776, 1.100039, -0.258407], [1.832811, 0.414035, -2.076208], [-2.016681, -2.640020, 3.375533], [-2.568635, -2.411964, 4.962402], [0.582256, 2.870550, -2.679362], [1.559261, 0.240653, -3.028072]],
  "atomic_forces_ev_per_a": [[0.0, 0.5, -0.5], [0.4, 0.1, -0.6], [0.4, 0.3, 0.7], [-0.1, 0.2, 0.7], [0.6, 0.0, -0.1], [-2.3, -0.1, -0.5], [0.8, 0.8, -0.7], [0.3, -0.5, -0.1], [1.0, -0.2, 1.4], [-0.2, -0.5, -0.5], [-0.2, -0.2, 0.3], [-0.4, -0.7, -0.3], [-0.2, 0.3, 0.1]],
  "mulliken_charge": [0.23, 0.25, 0.23, -0.91, 0.23, 0.12, -0.78, 0.23, -0.53, 0.22, 0.23, 0.25, 0.24]
}